Entry 1:
{
  "formula": "C8H34BF4N16O9",
  "method": "the ωB97M-V functional and the def2-TZVPD basis",
  "gap_ev": [8.53, 2.46],
  "spin_multiplicity": 2,
  "homo_energy_ha": [-0.3371, -0.3371],
  "lumo_energy_ev": [-0.640, -6.715],
  "symbols": ["B", "F", "F", "F", "F", "O", "H", "H", "C", "O", "N", "N", "H", "H", "H", "H", "C", "O", "N", "N", "H", "H", "H", "H", "C", "O", "N", "N", "H", "H", "H", "H", "C", "O", "N", "N", "H", "H", "H", "H", "C", "O", "N", "N", "H", "H", "H", "H", "C", "O", "N", "N", "H", "H", "H", "H", "C", "O", "N", "N", "H", "H", "H", "H", "C", "O", "N", "N", "H", "H", "H", "H"],
  "coordinates": [[11.2408, -30.7488, -0.2725], [12.6421, -30.7179, -0.0693], [10.8377, -31.9186, 0.1907], [10.5818, -29.7609, 0.2912], [10.9116, -30.7841, -1.5809], [15.3807, -30.4568, 0.0867], [14.5660, -30.7616, -0.3128], [15.6176, -31.1476, 0.7055], [13.7539, -29.6625, -3.8747], [13.1929, -28.6495, -4.2553], [13.9668, -30.6461, -4.6534], [14.2018, -29.9223, -2.6706], [13.5475, -30.5601, -5.5682], [14.6750, -31.3257, -4.4151], [15.1125, -30.3589, -2.6811], [14.1524, -29.1165, -2.0636], [8.1738, -28.1954, 3.3938], [7.5671, -27.6298, 2.5800], [9.2693, -28.9068, 3.1718], [8.0531, -28.0377, 4.6463], [9.9322, -29.1648, 3.8888], [9.3738, -29.0043, 2.1720], [7.4907, -27.3342, 5.1034], [8.6281, -28.6291, 5.2291], [11.5471, -26.5147, -0.5485], [11.7404, -25.3687, -0.8188], [12.2225, -27.5529, -0.8466], [10.4776, -26.9604, 0.0671], [13.1338, -27.3700, -1.2417], [11.9509, -28.4999, -0.6241], [9.6673, -26.3797, 0.2294], [10.4299, -27.9533, 0.2458], [13.6161, -34.5028, -0.2565], [14.4631, -35.3096, -0.5988], [13.2730, -33.3985, -0.9686], [12.9480, -34.5290, 0.8607], [12.7316, -32.6302, -0.5988], [13.8004, -33.2436, -1.8159], [12.1039, -33.9759, 0.8194], [12.9924, -35.2451, 1.5715], [10.4143, -33.4352, 3.4840], [10.5754, -33.5719, 4.6281], [9.6245, -34.0896, 2.7419], [11.1355, -32.4997, 2.8302], [9.0231, -33.5434, 2.1419], [9.1138, -34.8454, 3.1756], [11.1271, -32.4455, 1.8217], [11.9073, -32.2213, 3.4192], [10.8823, -33.6104, -4.3799], [11.3190, -34.5872, -3.8307], [10.8047, -32.3998, -3.8911], [10.4469, -33.5938, -5.6329], [10.7564, -31.7070, -4.6244], [11.1492, -32.0708, -3.0005], [10.5405, -34.4199, -6.2065], [9.9390, -32.7826, -5.9556], [13.8605, -29.3620, 3.9735], [13.3115, -28.4043, 4.4196], [13.4549, -30.1475, 2.9986], [14.8717, -29.9037, 4.4812], [13.8418, -31.0579, 2.7944], [12.5338, -29.9058, 2.6622], [15.4582, -30.6041, 4.0504], [15.3679, -29.1782, 4.9787], [7.8347, -32.1649, -1.8321], [6.8147, -32.4959, -2.3218], [8.0294, -31.0563, -1.2082], [8.8030, -33.0659, -1.6357], [7.3918, -30.3009, -1.4155], [8.9911, -30.8504, -0.9786], [8.7618, -34.0545, -1.8386], [9.6191, -32.6538, -1.2066]]
}

***

Entry 2:
{
  "formula": "C8H36N2O9",
  "method": "the ωB97M-V functional and the def2-TZVPD basis",
  "gap_ev": 9.20,
  "homo_energy_ha": -0.3257,
  "lumo_energy_ev": 0.337,
  "symbols": ["C", "C", "C", "O", "C", "N", "H", "H", "H", "H", "H", "H", "H", "H", "H", "H", "H", "C", "C", "C", "O", "C", "N", "H", "H", "H", "H", "H", "H", "H", "H", "H", "H", "H", "O", "H", "H", "O", "H", "H", "O", "H", "H", "O", "H", "H", "O", "H", "H", "O", "H", "H", "O", "H", "H"],
  "coordinates": [[16.4966, -5.7627, -3.9639], [17.7787, -5.1114, -4.5087], [18.3299, -4.0239, -3.5138], [19.6743, -3.6514, -3.8523], [20.0386, -2.4766, -3.0651], [18.8086, -6.1650, -4.5117], [16.5609, -6.0171, -2.9060], [16.3387, -6.6576, -4.5658], [15.6839, -5.0443, -4.0711], [17.5637, -4.7387, -5.5102], [18.2771, -4.5416, -2.5561], [17.6749, -3.1529, -3.4907], [19.7188, -2.5397, -2.0250], [19.5013, -1.5495, -3.2648], [21.1047, -2.2496, -3.0515], [19.5176, -5.8263, -5.1463], [19.3866, -6.2001, -3.6842], [20.7794, -1.2278, -6.7902], [21.9248, -0.2169, -6.3066], [22.1948, -0.3202, -4.8008], [22.9822, -1.4278, -4.4110], [23.3173, -1.5407, -3.0156], [23.0968, -0.5165, -7.0909], [20.8812, -2.2609, -6.4578], [20.7108, -1.2318, -7.8780], [19.7924, -0.9315, -6.4350], [21.6676, 0.7949, -6.6201], [21.2545, -0.1786, -4.2679], [22.8608, 0.5114, -4.5706], [22.5733, -0.9243, -2.5111], [24.2145, -0.9238, -2.9638], [23.4535, -2.5631, -2.6630], [23.0668, -1.5158, -7.2348], [23.9274, -0.2737, -6.5701], [22.3636, -6.3001, -6.9683], [21.7777, -6.6476, -7.6407], [21.9038, -5.5358, -6.6210], [19.2004, -5.6772, -8.8769], [18.2447, -5.7219, -8.9049], [19.4349, -6.0763, -8.0390], [19.2910, -6.7681, -7.0986], [19.3288, -6.5861, -6.1596], [19.0665, -7.6969, -7.1541], [20.7822, -4.9052, -6.0109], [21.2370, -4.1162, -5.7161], [20.1207, -4.5856, -6.6245], [22.2587, -3.5307, -5.2260], [22.8028, -3.5398, -6.0134], [22.3941, -2.6606, -4.8507], [21.5600, -5.2616, -3.8197], [21.8953, -4.7145, -4.5299], [21.1499, -4.6441, -3.2142], [19.0597, -3.9609, -7.0984], [19.0298, -4.4862, -7.8980], [18.8261, -3.0773, -7.3829]]
}

***

Entry 3:
{
  "formula": "C8H37NO12",
  "method": "the ωB97M-V functional and the def2-TZVPD basis",
  "gap_ev": 9.40,
  "homo_energy_ha": -0.3475,
  "smiles": "COC[C@H](C)N.OCCO.OCCO.O.O.O.O.O.O.O",
  "lumo_energy_ev": -0.058,
  "symbols": ["C", "O", "C", "C", "C", "N", "H", "H", "H", "H", "H", "H", "H", "H", "H", "H", "H", "O", "C", "C", "O", "H", "H", "H", "H", "H", "H", "O", "C", "C", "O", "H", "H", "H", "H", "H", "H", "O", "H", "H", "O", "H", "H", "O", "H", "H", "O", "H", "H", "O", "H", "H", "O", "H", "H", "O", "H", "H"],
  "coordinates": [[-4.9433, -4.1061, 9.6819], [-6.2608, -4.5424, 10.0392], [-7.2581, -4.1692, 9.1115], [-8.5532, -4.7723, 9.4218], [-9.0138, -4.4516, 10.8634], [-8.5213, -6.2608, 9.2636], [-4.7496, -4.4553, 8.6677], [-4.2515, -4.5940, 10.3685], [-4.7987, -3.0375, 9.8410], [-7.3297, -3.0909, 9.2541], [-6.9422, -4.4013, 8.0944], [-9.2697, -4.3416, 8.7224], [-9.9953, -4.9159, 10.9583], [-9.1939, -3.3845, 10.9937], [-8.3250, -4.8594, 11.6032], [-7.6208, -6.4956, 9.6560], [-8.3292, -6.5174, 8.3058], [-14.2679, -5.1342, 16.4609], [-12.9037, -5.0044, 16.6304], [-12.5379, -5.2401, 18.1261], [-12.7356, -6.6600, 18.4902], [-14.3197, -5.9458, 15.9508], [-12.3821, -5.8252, 16.1381], [-12.6067, -4.0241, 16.2578], [-13.0372, -4.5142, 18.7679], [-11.4710, -5.0378, 18.2200], [-13.5758, -6.9260, 18.1097], [-9.4199, 1.2716, 9.0011], [-10.5297, 2.1224, 9.2404], [-11.3734, 1.5614, 10.3265], [-10.6833, 1.4791, 11.5397], [-9.1896, 0.8923, 9.8524], [-10.1751, 3.1251, 9.4788], [-11.1956, 2.1898, 8.3801], [-11.5988, 0.5158, 10.1169], [-12.2800, 2.1637, 10.3852], [-11.2866, 1.7755, 12.2250], [-15.4490, -4.0785, 7.7833], [-15.4488, -3.6337, 8.6309], [-16.0092, -3.5364, 7.2279], [-14.9544, -8.6168, 13.4298], [-14.6517, -8.8151, 12.5436], [-15.2099, -9.4653, 13.7917], [-19.4684, -6.3629, 12.3723], [-19.2111, -6.7062, 11.5166], [-19.4576, -5.4121, 12.2626], [-15.3575, -2.8330, 12.0969], [-15.2340, -2.0020, 12.5557], [-15.4881, -3.4752, 12.7946], [-15.7647, 0.6836, 14.5013], [-16.1203, 0.3306, 15.3169], [-15.3046, 1.4804, 14.7650], [-19.3072, -1.9974, 11.3895], [-18.3594, -1.8806, 11.4547], [-19.6285, -1.1644, 11.0442], [-17.4582, -2.2924, 17.3990], [-16.5688, -2.6456, 17.3744], [-18.0038, -2.9908, 17.0374]]
}